ORCA calculation (wB97M-V/def2-TZVPD) on a molecular structure, C28H36F9N8O3PS2W at a distorted geometry.

```
88
C28H36F9N8O3PS2W (wB97M-V/def2-TZVPD)
W -0.17610 -0.08989 0.00268
C 1.69280 -2.64479 2.49258
C 1.37030 -1.45629 3.33658
C 1.24980 -1.63039 4.72618
C 1.12290 -0.54749 5.57708
C 1.15140 0.72981 5.05288
C 1.28840 0.94961 3.67078
C 1.49000 2.35011 3.21618
C 1.31080 -0.16119 2.80588
N 1.40260 0.05201 1.38798
C 2.62730 0.43301 0.95468
C 3.83720 0.46721 1.82558
C 2.72350 0.75161 -0.41672
C 4.02400 1.22621 -0.96462
N 1.57520 0.55651 -1.10882
C 1.64340 0.49421 -2.54392
C 1.04920 -1.19169 -4.46942
C 2.23310 -2.16489 -4.38122
C 1.31610 -0.24369 -5.59952
C 1.46960 1.09971 -5.60432
C 1.44290 2.04441 -4.53712
C 1.46650 1.87611 -3.18772
C 1.40110 3.05631 -2.29312
H 1.08580 -3.50209 2.78118
H 2.72940 -2.93239 2.68958
H 1.59560 -2.44469 1.42278
H 1.29590 -2.63019 5.12888
H 1.04370 -0.69859 6.64058
H 1.10960 1.58931 5.70408
H 0.66230 2.97361 3.55168
H 1.58980 2.44271 2.13688
H 2.38360 2.75171 3.69708
H 3.65480 -0.01119 2.78188
H 4.15840 1.49061 2.01778
H 4.67470 -0.03579 1.34508
H 4.51180 1.88081 -0.24752
H 3.93060 1.75091 -1.90902
H 4.69250 0.38081 -1.13902
H 2.34570 -2.56499 -3.37792
H 3.16080 -1.68759 -4.68782
H 2.03240 -2.99199 -5.05882
H 1.37610 -0.77289 -6.54222
H 1.60740 1.55651 -6.57772
H 1.39340 3.07521 -4.86742
H 0.79180 3.83711 -2.74372
H 2.39610 3.48851 -2.15512
H 1.00550 2.81661 -1.30312
C -5.96490 0.64111 0.51688
C -4.81430 1.38601 1.03758
N -4.83610 2.49911 1.69178
N -3.57100 2.85811 1.92548
C -2.71010 1.96581 1.42128
S -1.01260 1.97631 1.49068
N -3.48980 0.98971 0.86958
N -2.96430 -0.06589 0.11928
H -6.87350 1.05631 0.94378
H -5.90670 -0.41999 0.75368
H -6.01610 0.75501 -0.56702
H -3.36980 3.74171 2.38178
H -3.07860 0.12371 -0.88962
H -3.51680 -0.90769 0.31178
F 2.88900 0.01381 -2.94222
C 0.64720 -0.54269 -3.13202
F -0.56580 0.06291 -3.31472
F -0.08470 -1.91539 -4.80282
S 0.09190 -1.90809 -1.95082
O 0.06890 -3.20329 -2.49652
O 0.96680 -1.80309 -0.73022
O -1.18640 -1.36669 -1.42402
C -2.36640 -4.81289 2.12778
N -1.91460 -3.44479 2.07728
C -2.20340 -2.48249 2.99418
C -1.63780 -1.32579 2.54428
N -0.99870 -1.56899 1.34798
C -1.19090 -2.87379 1.10938
H -2.80120 -5.01559 3.10538
H -1.54020 -5.50029 1.94968
H -3.12740 -4.99159 1.36568
H -2.76030 -2.68149 3.88808
H -1.63290 -0.35499 3.00758
H -0.80690 -3.40789 0.25428
F -1.00780 1.19651 -1.20542
P -2.39090 2.56761 -2.49472
F -1.23710 2.49381 -3.55982
F -1.50080 3.54371 -1.62882
F -3.33630 3.46671 -3.27872
F -2.84850 1.10251 -2.84902
F -3.33950 2.43461 -1.19952
```

- LUMO (alpha / beta) (eV) = -11.791 / -11.666
- 2S+1 = 2
- total charge = +3
- HOMO (alpha / beta) (eV) = -15.99 / -15.99
- energy relative to the best compared isomer or geometry (same formula, charge and spin) (kJ/mol) = 294.44
- ⟨S²⟩ = 0.758
- orbital gap (alpha / beta) (eV) = 4.200 / 4.325